{
  "formula": "C19H15Cl3GeN4OS6SeTeW",
  "method": "ωB97M-V with the def2-TZVPD basis set",
  "total_charge": -1,
  "s2": 0.759,
  "multiplicity": 2,
  "energy_ha": -9610.65239,
  "elements": ["W", "Te", "Se", "Ge", "Cl", "Cl", "Cl", "S", "S", "S", "S", "S", "S", "O", "N", "N", "N", "N", "C", "C", "C", "C", "C", "C", "C", "C", "C", "C", "C", "C", "C", "C", "C", "C", "C", "C", "C", "H", "H", "H", "H", "H", "H", "H", "H", "H", "H", "H", "H", "H", "H", "H"],
  "xyz": [[-1.603, 0.680, -1.128], [-0.035, 2.129, -2.830], [-1.764, 3.395, -1.720], [-4.216, 1.377, -1.730], [-4.910, 3.086, -0.518], [-4.424, 2.253, -3.682], [-5.768, -0.135, -1.639], [6.100, -2.236, -0.050], [4.210, -0.289, 1.190], [6.861, -4.741, -1.546], [2.113, -3.146, 1.441], [4.388, -4.521, 0.105], [-2.598, -1.393, -0.612], [-0.317, 1.375, 0.230], [-4.755, -1.773, 0.956], [-2.744, 1.100, 0.859], [-3.757, 0.296, 1.228], [-2.390, -0.066, -4.314], [5.844, -3.831, -0.522], [0.072, -0.659, -1.757], [2.457, -2.723, 3.167], [-3.771, -0.877, 0.707], [2.441, -1.269, -1.582], [4.513, -1.896, 0.649], [-0.274, 4.965, 2.393], [2.169, -2.541, -2.155], [0.883, 4.436, 1.769], [-1.423, 4.199, 2.298], [-0.284, 2.470, 0.985], [0.920, -2.728, -2.712], [-2.136, 0.136, -3.192], [-2.549, 2.084, 1.722], [1.376, -0.385, -1.327], [0.897, 3.250, 1.037], [3.728, -3.044, 0.779], [-0.119, -1.779, -2.566], [-1.425, 2.928, 1.645], [-5.328, -1.961, 0.176], [-5.378, -1.420, 1.678], [0.776, -3.584, -3.304], [2.796, -1.684, 3.173], [-1.150, -2.091, -2.883], [-3.265, 2.115, 2.571], [-0.196, 5.884, 2.934], [1.769, 3.014, 0.481], [1.505, -2.685, 3.608], [3.218, -3.341, 3.619], [2.980, -3.278, -2.243], [1.812, 5.049, 1.853], [3.488, -1.007, -1.325], [-2.385, 4.458, 2.728], [1.649, 0.406, -0.644]],
  "atomic_forces_ev_per_a": [[-1.3, 1.4, 1.4], [0.1, 0.3, 0.0], [0.2, -0.7, 0.0], [1.1, 0.2, -0.1], [-0.2, -0.3, 0.1], [-0.5, 0.2, -0.2], [-0.3, 0.1, -0.1], [-0.3, 0.7, -0.1], [0.1, -0.3, -0.1], [-0.5, 0.7, 0.8], [0.3, 0.0, 0.0], [0.3, 0.5, -0.1], [-0.3, 0.5, 1.2], [0.5, 0.0, -0.3], [-0.4, -0.1, 2.0], [1.1, 1.2, 0.2], [-0.9, -1.2, 0.6], [0.3, 0.1, 1.4], [0.3, -1.9, -1.0], [-0.3, -0.1, -0.3], [0.9, 1.1, -1.1], [1.0, 0.8, -2.3], [-0.2, -0.9, -0.3], [-0.7, -0.8, 1.1], [0.0, -1.6, -0.7], [0.7, 1.7, -0.1], [0.5, 0.5, 0.0], [0.1, -0.7, 0.2], [0.7, 0.1, -0.9], [-0.3, 1.1, 0.5], [-0.3, 0.0, -0.9], [-0.9, -1.7, -0.8], [1.3, -0.8, 0.2], [-1.1, 1.0, 1.0], [0.8, 1.1, -0.4], [-0.4, -1.4, 0.6], [0.5, 1.4, 0.4], [-0.3, -0.6, -1.3], [0.2, 0.0, 0.1], [-0.5, -1.1, -0.5], [0.3, -0.1, -0.1], [1.3, 0.6, -0.1], [0.5, 0.2, -0.7], [-0.3, 0.4, 0.1], [0.6, -0.6, -0.3], [-1.2, -0.5, 1.1], [-0.2, -0.4, 0.2], [-0.5, 0.3, -0.1], [-0.7, -0.7, -0.3], [-1.1, -0.1, 0.1], [0.2, 0.4, 0.2], [-0.3, 0.5, -0.2]],
  "mulliken_charge": [0.23, 0.26, -0.24, 0.94, -0.36, -0.29, -0.36, -0.11, -0.34, -0.31, 0.04, -0.09, -0.14, -0.45, -0.50, 0.93, -1.13, -0.65, 0.09, 1.22, -0.91, 0.34, -0.96, -0.14, -0.89, -0.42, -0.45, -0.68, 0.97, -0.99, 0.26, -0.74, 0.16, -0.54, -0.11, -0.40, 0.47, 0.26, 0.29, 0.46, 0.23, 0.25, 0.41, 0.44, 0.53, 0.39, 0.30, 0.42, 0.33, 0.54, 0.45, 0.01]
}


{
  "formula": "C19H15Cl5N5ORb",
  "method": "ωB97M-V with the def2-TZVPD basis set",
  "de_lowest_kcal_mol": 8.6,
  "elements": ["Rb", "Cl", "Cl", "Cl", "Cl", "Cl", "O", "N", "N", "N", "N", "N", "C", "C", "C", "C", "C", "C", "C", "C", "C", "C", "C", "C", "C", "C", "C", "C", "C", "C", "C", "H", "H", "H", "H", "H", "H", "H", "H", "H", "H", "H", "H", "H", "H", "H"],
  "xyz": [[0.679, -0.387, 0.698], [-1.708, -3.885, 6.669], [-2.196, -4.741, 3.702], [1.180, 0.376, 4.967], [-0.023, -1.334, 7.297], [-0.988, -3.055, 1.353], [-1.058, 1.445, 0.343], [0.857, -0.653, -2.141], [1.992, -0.185, -2.043], [-2.217, 2.691, 1.830], [3.353, -0.751, -0.196], [-2.356, 3.122, -0.441], [-1.380, 0.099, -2.625], [2.969, -1.065, -1.421], [0.437, 0.980, -3.956], [-0.031, 0.185, -2.920], [0.072, -1.425, 3.260], [-0.283, -1.812, 5.653], [3.548, -2.050, -2.201], [-1.252, -3.333, 4.056], [5.039, -2.439, -0.376], [-3.250, 4.244, -0.270], [0.239, -1.091, 4.583], [-0.470, 1.728, -4.688], [-1.834, 2.377, 0.566], [-0.686, -2.547, 3.057], [4.607, -2.754, -1.655], [-1.039, -2.954, 5.380], [4.378, -1.438, 0.315], [-2.282, 0.861, -3.354], [-1.826, 1.676, -4.382], [-0.121, 2.349, -5.503], [-3.338, 0.804, -3.127], [3.180, -2.247, -3.198], [-2.043, 2.853, -1.358], [1.497, 1.008, -4.171], [5.869, -2.958, 0.083], [-1.712, -0.548, -1.823], [5.088, -3.538, -2.225], [-2.793, 5.046, 0.316], [-3.488, 4.651, -1.250], [-4.189, 3.948, 0.203], [-2.532, 2.256, -4.963], [-1.793, 2.169, 2.577], [-2.765, 3.501, 2.052], [4.666, -1.176, 1.326]],
  "atomic_forces_ev_per_a": [[0.1, -0.1, 0.5], [0.0, 0.0, 0.0], [0.0, 0.0, 0.0], [-0.1, -0.2, -0.1], [0.0, 0.0, 0.0], [0.0, -0.1, 0.2], [-0.4, 0.5, -0.1], [-0.2, 0.1, -0.7], [0.6, -0.2, -0.1], [0.0, 0.0, 0.0], [0.3, 0.0, -0.1], [0.0, 0.0, 0.1], [-0.1, 0.0, 0.0], [-0.2, 0.4, -0.3], [0.0, 0.2, 0.0], [0.2, -0.4, 0.3], [-0.1, 0.0, 0.3], [0.0, 0.0, 0.1], [0.0, -0.2, 0.0], [-0.1, -0.1, 0.0], [0.0, 0.0, 0.0], [0.0, 0.0, -0.1], [0.1, 0.1, 0.1], [0.0, 0.0, 0.0], [0.0, -0.1, 0.0], [0.0, -0.1, -0.1], [0.0, 0.0, -0.1], [0.0, 0.0, 0.0], [-0.1, 0.0, 0.1], [0.0, 0.0, 0.0], [0.0, 0.0, 0.0], [0.0, 0.0, 0.0], [0.0, 0.0, 0.0], [0.0, 0.0, 0.0], [0.0, 0.0, 0.0], [0.0, 0.0, 0.0], [0.0, 0.0, 0.0], [0.0, 0.0, 0.0], [0.0, 0.0, 0.0], [0.0, 0.0, 0.0], [0.0, 0.0, 0.0], [0.0, 0.0, 0.0], [0.0, 0.0, 0.0], [0.0, 0.0, 0.0], [0.0, 0.0, 0.0], [0.0, 0.0, 0.0]],
  "mulliken_charge": [1.03, -0.20, -0.19, -0.27, -0.19, -0.34, -0.48, -0.19, -0.19, -0.36, -0.42, 0.00, -0.26, 0.65, -0.25, 0.50, -2.02, -0.40, -0.47, -0.48, -0.42, -1.07, 0.53, -0.59, 0.38, 1.81, -0.44, 0.67, -0.37, -0.84, -0.34, 0.38, 0.40, 0.38, 0.18, 0.44, 0.38, 0.46, 0.40, 0.34, 0.34, 0.33, 0.41, 0.22, 0.16, 0.42]
}


{
  "formula": "C19H15ClIN6O4SeSn",
  "method": "ωB97M-V with the def2-TZVPD basis set",
  "total_charge": 1,
  "de_lowest_kcal_mol": 2.4,
  "elements": ["I", "Sn", "Se", "Cl", "O", "O", "O", "O", "N", "N", "N", "N", "N", "N", "C", "C", "C", "C", "C", "C", "C", "C", "C", "C", "C", "C", "C", "C", "C", "C", "C", "C", "C", "H", "H", "H", "H", "H", "H", "H", "H", "H", "H", "H", "H", "H", "H", "H"],
  "xyz": [[2.993, 4.446, -0.457], [-0.031, 0.030, -0.990], [-0.754, -2.190, 1.888], [-2.207, 6.732, 0.274], [1.594, -2.983, 0.669], [1.146, -0.354, 1.045], [1.119, 1.968, -0.591], [3.435, 1.151, 0.692], [2.308, -0.873, 0.893], [-2.094, -3.246, 2.018], [-1.316, -1.536, 0.344], [3.415, -0.178, 0.603], [2.528, -2.156, 0.633], [-1.586, 1.683, -0.428], [-3.171, -1.964, -1.191], [-4.066, -3.870, 0.713], [-4.761, -3.630, -0.440], [-1.046, 2.918, -0.302], [5.776, -0.615, -0.044], [0.124, 5.440, -0.081], [-3.245, 3.853, 0.047], [-3.760, 2.587, -0.075], [4.371, -3.638, -0.064], [-4.313, -2.690, -1.392], [-2.884, -3.140, 0.950], [-1.240, 5.327, 0.030], [0.366, 3.033, -0.406], [-2.447, -2.168, -0.007], [3.831, -2.307, 0.300], [-1.860, 4.059, -0.066], [-2.890, 1.524, -0.317], [4.397, -1.040, 0.279], [0.905, 4.302, -0.287], [-4.820, 2.408, 0.010], [-3.267, 0.515, -0.424], [-4.886, -2.552, -2.297], [-4.387, -4.596, 1.443], [3.532, -4.297, -0.284], [5.974, -0.779, -1.102], [6.497, -1.202, 0.524], [0.593, 6.410, -0.011], [-5.675, -4.167, -0.637], [-3.883, 4.706, 0.218], [4.946, -4.084, 0.746], [2.610, 1.550, 0.268], [5.016, -3.561, -0.936], [5.907, 0.441, 0.176], [-2.794, -1.265, -1.934]],
  "atomic_forces_ev_per_a": [[-0.4, 0.2, 0.1], [0.3, 0.5, 0.4], [-0.1, 0.2, 0.3], [0.0, 0.1, 0.0], [0.0, -0.3, -0.1], [-0.9, 0.4, -0.3], [-0.5, -1.2, -0.1], [0.2, 0.4, 0.4], [-0.1, 0.3, 0.1], [-0.7, -0.7, 0.4], [0.1, 0.7, -0.5], [0.0, -0.6, -0.4], [0.4, 0.1, -0.1], [0.2, -0.6, 0.0], [-0.3, 0.1, -0.7], [-0.4, -0.2, -0.3], [0.0, -0.3, 0.6], [0.0, 0.6, 0.1], [0.1, 0.0, 0.0], [-0.5, 0.2, 0.1], [-0.1, -0.3, -0.1], [0.1, 0.3, 0.0], [0.0, -0.1, 0.1], [0.4, 0.4, -0.2], [0.4, 0.4, -0.1], [0.4, -0.1, 0.0], [0.5, 0.4, 0.2], [0.5, -0.1, 0.6], [0.3, 0.0, -0.1], [0.2, -0.1, -0.1], [-0.1, -0.3, 0.0], [-0.1, 0.2, -0.1], [0.5, -0.4, -0.2], [-0.1, -0.1, 0.0], [0.0, 0.0, 0.0], [0.0, 0.0, -0.1], [-0.1, -0.1, 0.0], [0.1, 0.0, -0.1], [0.0, 0.0, -0.1], [0.0, 0.1, 0.0], [0.0, 0.1, 0.0], [-0.1, -0.1, 0.0], [-0.1, 0.0, 0.0], [0.0, 0.0, 0.1], [0.0, -0.3, -0.2], [0.0, 0.0, -0.1], [0.1, 0.0, 0.0], [-0.2, -0.1, 0.0]],
  "mulliken_charge": [0.09, 0.86, 0.51, -0.23, -0.78, -0.84, -0.88, -0.47, 0.39, -0.81, -0.15, 0.44, 0.81, -0.07, -0.36, -0.62, -0.58, -0.15, -1.38, -0.54, -0.56, -1.10, -1.31, -0.74, 0.46, 0.51, 0.85, 0.86, 0.41, 0.20, 0.11, 0.36, -0.30, 0.43, 0.36, 0.42, 0.48, 0.38, 0.32, 0.37, 0.44, 0.40, 0.45, 0.29, 0.57, 0.37, 0.36, 0.37]
}


{
  "formula": "C19H15F2N3O3S2",
  "method": "ωB97M-V with the def2-TZVPD basis set",
  "energy_ha": -2119.09253,
  "elements": ["S", "S", "F", "F", "O", "O", "O", "N", "N", "N", "C", "C", "C", "C", "C", "C", "C", "C", "C", "C", "C", "C", "C", "C", "C", "C", "C", "C", "C", "H", "H", "H", "H", "H", "H", "H", "H", "H", "H", "H", "H", "H", "H", "H"],
  "xyz": [[-1.527, 0.323, 3.322], [2.786, 0.834, -0.169], [3.919, 0.047, 4.192], [5.112, 1.972, 4.263], [-1.590, 1.946, -3.879], [-0.722, 1.366, -5.932], [1.076, 0.849, -2.889], [-0.458, -2.028, -3.020], [0.118, -0.009, -1.022], [-1.806, -0.547, 0.980], [-3.803, -2.132, 0.888], [-1.650, -1.316, -5.300], [0.470, 0.498, 1.258], [-1.147, 1.090, -4.755], [-2.938, -1.051, 1.600], [2.689, 1.962, 4.295], [-0.971, -2.994, -3.746], [-0.467, -0.721, -3.332], [-1.710, -2.627, -4.921], [2.739, 1.104, 1.539], [-3.022, -0.529, 2.875], [-1.224, -0.260, -4.402], [1.531, 0.978, 2.180], [4.064, 1.566, 2.295], [0.957, 0.407, -0.034], [4.039, 1.370, 3.784], [-0.989, 0.159, 1.648], [0.229, 0.172, -2.379], [1.422, 1.295, 3.680], [-2.174, -1.141, -6.170], [-4.857, -1.706, 0.698], [4.803, 0.850, 1.902], [1.168, 0.401, 4.170], [-0.841, -4.016, -3.376], [0.566, 1.961, 3.834], [-0.636, -0.523, -0.619], [-3.397, -2.440, -0.063], [-2.145, -3.338, -5.611], [-3.955, -3.086, 1.457], [2.677, 3.034, 4.016], [4.333, 2.532, 1.937], [-1.461, 2.781, -4.221], [-3.745, -0.933, 3.630], [2.536, 1.898, 5.395]],
  "atomic_forces_ev_per_a": [[-1.6, -0.2, -0.8], [-3.3, -0.7, 0.5], [1.4, 0.3, -0.6], [1.1, -0.1, 1.2], [-0.6, -2.2, 1.8], [-1.6, -0.1, 4.3], [1.2, 1.7, -0.2], [1.3, -0.4, 1.0], [0.1, -0.2, -1.6], [-0.5, -1.4, -2.6], [-1.6, 1.0, 0.9], [-0.5, 1.1, 2.5], [0.0, 0.7, 0.4], [1.4, 2.1, -6.6], [0.7, 0.6, 0.7], [-0.3, 0.8, 0.2], [-1.2, 1.3, -1.0], [-3.2, -1.5, 0.6], [1.9, -0.8, 0.9], [0.4, 1.0, 2.2], [0.0, -1.6, 0.5], [1.4, -4.7, -0.1], [0.6, -0.2, -0.7], [-1.1, -3.3, -2.4], [1.4, 1.0, 1.0], [-4.4, 0.5, -0.2], [2.3, 0.2, 1.7], [1.0, -1.1, 0.7], [0.5, 0.9, -1.7], [-0.8, 1.2, -1.9], [1.6, -0.7, 0.2], [0.3, 0.4, 0.1], [-0.1, -1.3, 0.9], [-0.2, 0.3, -0.2], [0.2, 0.1, 0.0], [-1.1, -0.6, -0.2], [0.4, 0.3, -0.3], [0.0, -0.2, 0.2], [0.3, 1.1, 0.0], [0.1, -0.4, 0.2], [0.3, 1.0, 0.4], [0.5, 3.3, -1.2], [0.9, 0.9, -0.6], [0.7, 0.0, -0.6]],
  "mulliken_charge": [-0.13, -0.22, -0.32, -0.33, -0.36, -0.61, -0.57, -0.54, 0.07, -0.48, -1.04, -0.69, -0.87, 0.18, 0.05, -1.45, -0.33, 0.72, -0.44, 0.33, -0.31, 0.80, 0.63, -0.98, -0.01, 0.87, 0.66, 0.09, -0.73, 0.45, 0.26, 0.45, 0.58, 0.41, 0.53, 0.42, 0.27, 0.40, 0.30, 0.41, 0.43, 0.33, 0.36, 0.39]
}


{
  "formula": "C19H15F5N3ORuS3",
  "method": "ωB97M-V with the def2-TZVPD basis set",
  "total_charge": 1,
  "de_lowest_kcal_mol": 2.9,
  "s2": 6.033,
  "multiplicity": 5,
  "elements": ["Ru", "S", "S", "S", "F", "F", "F", "F", "F", "O", "N", "N", "N", "C", "C", "C", "C", "C", "C", "C", "C", "C", "C", "C", "C", "C", "C", "C", "C", "C", "C", "C", "H", "H", "H", "H", "H", "H", "H", "H", "H", "H", "H", "H", "H", "H", "H"],
  "xyz": [[0.102, 0.204, 0.529], [-0.153, -1.966, -0.176], [2.257, 0.056, -0.117], [-1.195, -0.038, 2.475], [-2.492, -0.033, -0.367], [-5.097, -0.682, -0.227], [-1.364, -4.572, 0.311], [-3.984, -5.193, 0.450], [-5.838, -3.247, 0.189], [0.184, 2.167, 0.490], [2.363, 2.857, 0.064], [4.295, 1.688, -0.018], [1.439, 0.473, 3.426], [-2.266, -3.614, 0.183], [-4.177, -1.621, -0.085], [5.218, 3.639, -1.231], [0.345, 0.254, 3.121], [-1.262, 5.995, 0.125], [5.142, 0.489, -0.121], [-3.605, -3.943, 0.255], [2.977, 1.678, -0.014], [-0.794, 4.697, 0.230], [-4.561, -2.944, 0.122], [0.992, 6.787, -0.199], [0.573, 4.441, 0.117], [5.027, 2.968, 0.116], [5.458, -0.097, 1.244], [1.078, 3.059, 0.222], [-0.370, 7.037, -0.089], [-1.846, -2.292, -0.012], [1.465, 5.492, -0.097], [-2.837, -1.314, -0.145], [-0.738, 8.051, -0.170], [4.484, 3.603, 0.810], [5.982, 2.713, 0.574], [1.682, 7.603, -0.362], [5.774, 4.567, -1.102], [4.663, -0.237, -0.775], [2.522, 5.283, -0.178], [6.136, -0.942, 1.131], [5.941, 0.640, 1.885], [4.254, 3.873, -1.682], [5.779, 3.005, -1.917], [-2.321, 6.195, 0.210], [-1.480, 3.880, 0.401], [6.049, 0.813, -0.631], [4.554, -0.443, 1.744]],
  "atomic_forces_ev_per_a": [[-0.4, 0.1, 0.1], [0.1, 0.0, 0.0], [0.0, 0.1, -0.2], [0.2, 0.0, 0.0], [0.0, -0.1, 0.0], [0.0, 0.0, 0.0], [0.0, 0.0, 0.0], [0.0, 0.0, 0.0], [0.0, 0.0, 0.0], [0.3, 0.0, 0.0], [0.0, -0.2, -0.1], [0.0, 0.1, 0.0], [0.0, 0.0, 0.1], [0.0, 0.0, 0.0], [0.0, 0.0, 0.0], [0.0, 0.0, 0.0], [-0.2, 0.0, 0.0], [0.0, 0.0, 0.0], [0.0, 0.1, -0.1], [0.0, 0.0, 0.0], [0.1, 0.0, 0.2], [0.0, 0.0, 0.0], [0.0, 0.0, 0.0], [0.0, 0.0, 0.0], [0.1, -0.1, 0.0], [0.0, -0.1, 0.1], [0.0, 0.0, 0.0], [-0.2, 0.1, 0.1], [0.0, 0.0, 0.0], [0.0, -0.1, 0.0], [0.0, 0.0, 0.0], [0.0, 0.1, 0.0], [0.0, 0.0, 0.0], [0.0, 0.0, 0.0], [0.0, 0.0, 0.0], [0.0, 0.0, 0.0], [0.0, 0.0, 0.0], [0.0, 0.0, 0.0], [0.0, 0.0, 0.0], [0.0, 0.0, 0.0], [0.0, 0.0, 0.0], [0.0, 0.0, 0.0], [0.0, 0.0, 0.0], [0.0, 0.0, 0.0], [0.0, 0.0, 0.0], [0.0, 0.0, 0.0], [0.0, 0.0, 0.0]],
  "mulliken_charge": [0.31, -0.13, -0.03, -0.25, -0.24, -0.26, -0.29, -0.25, -0.25, -0.69, 0.06, 0.12, -0.42, 0.30, -0.13, -1.15, 0.58, -0.73, -1.06, 0.24, 0.45, -0.45, 0.61, -0.67, 0.46, -0.69, -0.92, 0.58, -0.40, 0.49, -0.27, 0.23, 0.40, 0.48, 0.42, 0.42, 0.37, 0.57, 0.34, 0.39, 0.33, 0.29, 0.39, 0.41, 0.39, 0.38, 0.28]
}


Computed max |F|, in the same sequence as the records: 2.62; 0.69; 1.26; 7.04; 0.38 eV/A.